No. 1
Computed, not measured: a molecular structure, C32H40N6O13P2ReS, with ωB97M-V/def2-TZVPD.

Structure (XYZ):
```
95
C32H40N6O13P2ReS ωB97M-V/def2-TZVPD
Re 0.212 0.444 -0.435
C 1.650 2.862 -3.395
C 1.070 1.461 -3.657
C 1.619 -1.228 -3.144
C -0.428 1.586 -3.835
C -0.825 2.284 -4.974
C -2.138 2.664 -5.163
C -3.069 2.398 -4.173
C -2.726 1.679 -3.037
C -3.751 1.533 -1.923
C -4.971 0.714 -2.349
C -4.187 2.918 -1.435
C -1.409 1.201 -2.926
N -1.137 0.250 -1.882
C -1.918 -0.834 -1.938
C -1.763 -1.638 -0.832
C -2.274 -2.939 -0.472
C -1.678 -3.284 0.662
C -0.749 -2.172 1.175
N -0.886 -1.169 0.062
C -0.335 -0.897 3.649
C 0.004 -1.685 4.925
C 1.014 -0.437 3.088
C -1.169 0.303 4.124
H 2.717 2.806 -3.179
H 1.117 3.321 -2.561
H 1.509 3.500 -4.266
H 1.505 1.064 -4.578
H 1.959 -1.943 -2.400
H 2.298 -1.252 -3.993
H 0.593 -1.432 -3.447
H -0.079 2.545 -5.714
H -2.427 3.198 -6.058
H -4.082 2.763 -4.280
H -3.277 1.034 -1.076
H -5.497 1.202 -3.171
H -5.669 0.619 -1.517
H -4.701 -0.290 -2.679
H -4.738 3.456 -2.208
H -3.327 3.521 -1.146
H -4.843 2.818 -0.570
H -2.589 -1.007 -2.765
H -2.966 -3.525 -1.055
H -1.793 -4.227 1.162
H 0.612 -2.567 4.730
H -0.879 -1.986 5.491
H 0.591 -1.028 5.568
H 1.752 -1.240 3.111
H 1.409 0.378 3.697
H 0.948 -0.068 2.074
H -2.081 -0.035 4.618
H -1.445 0.947 3.297
H -0.589 0.881 4.846
O -1.774 3.751 0.942
P -0.622 2.704 0.733
O -0.310 2.535 -0.758
O -0.935 1.303 1.231
O 0.608 3.318 1.505
P 2.132 2.702 1.182
O 2.672 3.728 0.088
O 2.932 2.708 2.394
O 1.824 1.390 0.445
H -1.854 4.088 1.842
H 2.208 3.621 -0.753
O 2.729 -2.957 0.239
C 1.750 -2.242 0.401
O 1.651 -1.084 -0.147
C 0.628 -2.755 1.258
C -1.262 -1.702 2.602
C -1.813 -2.913 3.291
C -1.196 -4.094 3.501
C 0.084 -4.442 3.010
C 0.918 -3.810 2.081
N 0.645 -5.681 3.606
O 1.751 -6.030 3.253
O -0.010 -6.229 4.471
N -3.168 -2.792 3.872
O -3.770 -1.754 3.667
O -3.625 -3.743 4.472
H -2.110 -1.055 2.375
H -1.701 -4.826 4.116
H 1.915 -4.220 1.981
C 5.550 2.122 -2.040
N 5.256 1.046 -1.124
C 5.223 1.207 0.254
C 4.849 0.014 0.755
N 4.689 -0.822 -0.332
C 4.902 -0.206 -1.518
S 1.748 0.385 -2.365
H 6.505 2.588 -1.795
H 4.773 2.890 -1.996
H 5.601 1.704 -3.043
H 5.446 2.137 0.745
H 4.689 -0.302 1.770
H 4.286 -1.747 -0.260
```

The molar mass comes out at 996.92 g mol⁻¹. The value obtained for the frontier orbital gap (alpha / beta) is 6.5891 / 5.2115 eV. Its spin multiplicity is 2. The LUMO energy (alpha / beta) is -1.45 / -2.83 eV. The calculation puts the HOMO energy (alpha / beta) at -8.0 / -8.0 eV.

No. 2
Computed, not measured: 5 unconnected molecules or ions with the total composition C14H19NO12 at a distorted geometry, with ωB97M-V/def2-TZVPD.

Structure (XYZ):
```
46
C14H19NO12 ωB97M-V/def2-TZVPD
O 4.644 -2.608 0.652
C 5.176 -2.126 1.672
O 4.825 -2.417 2.906
C 5.522 -1.569 3.801
C 6.518 -0.789 2.959
O 6.211 -1.330 1.690
H 4.768 -0.954 4.292
H 6.206 -2.154 4.415
H 7.468 -1.226 3.265
H 6.348 0.258 3.210
O -3.704 0.662 1.698
C -2.865 0.584 2.589
O -1.799 1.291 2.672
C -1.207 1.241 3.953
C -2.297 0.585 4.801
O -3.143 0.027 3.769
H -0.246 0.747 3.812
H -0.984 2.257 4.279
H -2.727 1.282 5.520
H -1.875 -0.261 5.344
O -9.365 -4.021 -7.420
C -8.786 -3.370 -6.532
O -8.637 -3.707 -5.246
C -8.056 -2.655 -4.501
C -7.671 -1.680 -5.638
O -8.189 -2.224 -6.738
H -8.829 -2.254 -3.845
H -7.276 -3.155 -3.926
H -6.583 -1.667 -5.696
H -7.935 -0.650 -5.400
O 4.194 3.852 -2.843
C 4.483 3.772 -1.649
O 5.419 4.476 -1.001
C 5.393 4.173 0.402
C 4.164 3.265 0.539
O 3.802 2.911 -0.767
H 6.297 3.690 0.771
H 5.147 5.111 0.900
H 3.310 3.808 0.943
H 4.333 2.349 1.104
C 0.028 -0.940 -1.418
C -1.074 -0.880 -2.469
N -1.851 -0.760 -3.311
H 0.102 0.007 -0.883
H 0.932 -1.211 -1.963
H -0.196 -1.741 -0.713
```

The molar mass comes out at 393.30 g mol⁻¹. The value obtained for the frontier orbital gap is 10.0713 eV. The LUMO energy is -0.49 eV. Its SMILES is O=C1OCCO1.O=C1OCCO1.O=C1OCCO1.O=C1OCCO1.CC#N. The calculation puts the HOMO energy at -10.6 eV.

No. 3
Computed, not measured: C4H4OS in the gas phase at a distorted geometry, with ωB97M-V/def2-TZVPD.

Structure (XYZ):
```
10
C4H4OS ωB97M-V/def2-TZVPD
C -0.593 0.983 0.225
C 0.040 -0.228 0.006
C -2.056 0.439 -0.028
C 1.455 -0.557 0.001
O -3.104 0.882 0.013
S -1.424 -1.293 -0.274
H -0.003 1.841 0.136
H 1.777 -1.413 -0.583
H 1.906 -0.952 0.902
H 2.001 0.299 -0.398
```

The molar mass comes out at 100.14 g mol⁻¹. The value obtained for the frontier orbital gap (alpha / beta) is 6.6780 / 7.4308 eV. The calculation puts the energy above the lowest of the compared OMol25 structures with the same formula, charge and spin at 0.955 eV. Its spin multiplicity is 3. The LUMO energy (alpha / beta) is 0.60 / -2.51 eV. The calculation puts the HOMO energy (alpha / beta) at -6.1 / -9.9 eV.

No. 4
Computed, not measured: a gas-phase ion, C4H8N3 (charge +1) at a distorted geometry, with ωB97M-V/def2-TZVPD.

Structure (XYZ):
```
15
C4H8N3 ωB97M-V/def2-TZVPD
H -2.239 -1.099 2.541
N -2.564 -0.249 2.048
N -2.116 0.053 0.996
C -1.092 -0.178 0.051
N -1.391 -0.769 -1.079
C 0.225 0.431 0.294
C 0.403 1.725 0.524
C 1.321 -0.597 0.234
H -0.802 -0.657 -1.895
H -2.276 -1.239 -1.215
H 1.397 2.111 0.665
H -0.410 2.429 0.543
H 1.129 -1.415 0.929
H 2.265 -0.133 0.502
H 1.418 -1.025 -0.763
```

The molar mass comes out at 98.13 g mol⁻¹. The value obtained for the frontier orbital gap is 9.2226 eV. The calculation puts the energy above the lowest of the compared OMol25 structures with the same formula, charge and spin at 4.348 eV. The LUMO energy is -4.91 eV. Its SMILES is [H]/N=N\C(=[NH2+])C(=C)C. The calculation puts the HOMO energy at -14.1 eV. The net charge is +1.

Taking the records one at a time from the top gives E_tot values of -3709.30837; -1502.43677; -628.07007; -321.13151 hartree.